w | C4H12N2O | ωB97M-V with the def2-TZVPD basis set

Geometry as ORCA input:
```
! wB97M-V def2-TZVPD RIJCOSX def2/J DEFGRID3
* xyz -1 2
C -0.13620 -0.71440 1.73340
O -0.49097 -1.00912 0.44408
C -0.43327 0.74499 2.05756
C 0.26215 1.76644 1.09717
H 0.91903 -0.93407 1.96715
H -0.72188 -1.29705 2.45204
H -0.10027 0.92972 3.09505
H -1.53528 0.87216 2.00595
H 0.08482 2.82129 1.37065
H -0.25325 1.62859 0.11610
H 1.31095 1.46812 0.94675
N 0.96804 -1.60644 -2.10253
C 0.23274 -0.64570 -2.66317
N -0.54884 0.09527 -1.90245
H 0.64567 -1.79825 -1.16677
H 1.40980 -2.26135 -2.70987
H 0.31837 -0.52837 -3.75003
H -1.30293 0.63806 -2.28244
H -0.62866 -0.16990 -0.70864
*
```

Properties
orbital gap (alpha / beta)	3.49 / 7.96	eV

Results of the Mulliken charge analysis, in e, for atoms 1 through 5: C -0.54; O -0.85; C -0.51; C -0.94; H 0.31

=====

x | C4H12N2O | ωB97M-V with the def2-TZVPD basis set

Geometry as ORCA input:
```
! wB97M-V def2-TZVPD RIJCOSX def2/J DEFGRID3
* xyz -1 2
C 2.11610 0.06231 1.12971
C 1.62819 -0.62026 -0.15542
C 0.14131 -0.85828 -0.15483
C -0.67733 -0.19390 -0.96669
N -2.06470 -0.29187 -0.89217
N -0.41871 -1.75135 0.79715
H 1.44902 0.90437 1.34431
H 3.13289 0.46183 1.01305
H 2.07746 -0.61819 1.98684
H 2.16928 -1.55949 -0.33585
H 1.85214 -0.00568 -1.03089
H -0.30493 0.57243 -1.62925
H -2.53312 0.03013 -1.73489
H -2.41319 -1.18633 -0.57749
H 0.24526 -2.35969 1.25508
H -1.01191 -1.29852 1.48580
H -1.79581 2.18752 -0.14306
H -1.81591 3.37051 -1.16775
O -1.77605 3.15445 -0.22367
*
```

Properties
orbital gap (alpha / beta)	2.73 / 7.56	eV

Results of the Mulliken charge analysis, in e, for atoms 1 through 5: C -1.25; C -0.85; C 1.24; C -2.68; N -0.26

=====

y | C4H12N2O | ωB97M-V with the def2-TZVPD basis set

Geometry as ORCA input:
```
! wB97M-V def2-TZVPD RIJCOSX def2/J DEFGRID3
* xyz -1 2
C 0.35238 -0.93285 1.31419
C 0.36562 -1.09424 -0.31208
C -0.15938 -0.00850 -1.12557
C -0.08043 0.31878 -2.49142
N 0.92390 -0.18237 -3.37230
N 1.53673 -0.13006 1.87007
H -0.60921 -0.49644 1.51980
H 0.21241 -2.02380 1.72708
H -0.22949 -1.99926 -0.57533
H 1.43259 -1.34948 -0.42090
H -0.95579 0.61864 -0.44088
H -0.39776 1.31725 -2.77380
H 1.09606 0.31039 -4.26547
H 1.41852 -1.19401 -3.26331
H 1.51339 0.63789 1.21810
H 2.37704 -0.56050 1.77114
H -1.96037 1.42832 2.58160
H -2.36562 2.19199 3.89611
O -2.70316 1.70086 3.15384
*
```

Properties
orbital gap (alpha / beta)	2.35 / 7.34	eV

Results of the Mulliken charge analysis, in e, for atoms 1 through 5: C -0.67; C -1.52; C 0.96; C -1.79; N -0.54

=====

Which of them is the most stable? Correct choice: x.

=====

w | C3H13NO2 | ωB97M-V with the def2-TZVPD basis set

Geometry as ORCA input:
```
! wB97M-V def2-TZVPD RIJCOSX def2/J DEFGRID3
* xyz 0 1
C 0.48216 0.06480 -1.64259
C 0.52666 0.46949 -0.18091
N 0.55494 -0.68923 0.72578
C 1.75951 -0.67383 1.64216
H 1.51331 0.37153 -2.06578
H -0.23446 0.50456 -2.30074
H 0.66669 -1.00886 -1.87215
H -0.30833 1.10833 0.06601
H 1.47727 1.08010 -0.15671
H 0.59155 -1.55830 0.11779
H 1.39233 -0.77663 2.62352
H 2.57805 -1.48448 1.45435
H 2.39016 0.28865 1.75099
H -2.53490 0.32095 -1.21774
H -1.78381 1.42975 -0.55881
O -2.45673 1.34436 -1.35611
H -1.43081 -0.55253 1.11294
H -2.86177 0.31629 0.91557
O -2.32184 -0.55493 0.94245
*
```

Properties
SMILES	CCNC.O.O
orbital gap	10.46	eV

Results of the Mulliken charge analysis, in e, for atoms 1 through 5: C -1.11; C -0.21; N -0.40; C -0.88; H 0.29

=====

x | C3H13NO2 | ωB97M-V with the def2-TZVPD basis set

Geometry as ORCA input:
```
! wB97M-V def2-TZVPD RIJCOSX def2/J DEFGRID3
* xyz 0 1
C -0.54746 -0.07117 -1.82613
C 0.83620 0.11313 -0.88460
C 0.57330 1.15135 0.38152
N -1.97747 0.03021 -1.20146
H -0.47550 -1.12549 -2.30557
H -0.67870 0.65322 -2.64563
H 1.62158 0.47035 -1.58582
H 1.01982 -0.74712 -0.39831
H 0.85040 0.40823 1.25144
H -0.47279 1.57572 0.56312
H 1.19244 1.99708 0.11172
H -1.99065 0.93067 -0.71732
H -2.06443 -0.66041 -0.51884
H -1.87516 -0.53920 3.07441
H -1.97091 0.45161 1.98764
O -2.02228 -0.55989 2.11778
H 2.41109 -0.60675 1.03665
H 2.91561 -1.91399 0.35427
O 2.65491 -1.55756 1.20512
*
```

Properties
SMILES	CCCN.O.O
orbital gap	10.01	eV

Results of the Mulliken charge analysis, in e, for atoms 1 through 5: C -0.68; C -0.49; C -0.85; N -0.66; H 0.31

=====

y | C3H13NO2 | ωB97M-V with the def2-TZVPD basis set

Geometry as ORCA input:
```
! wB97M-V def2-TZVPD RIJCOSX def2/J DEFGRID3
* xyz 0 1
C -1.97618 -0.22316 -1.17273
C -0.47432 -0.10393 -1.06408
C 0.03274 0.96002 -2.07021
N -0.10825 0.32239 0.30043
H -2.33044 -0.92019 -0.44429
H -2.38251 0.73841 -0.84807
H -2.31152 -0.42810 -2.17630
H 0.11400 -0.99005 -1.29327
H 1.11441 1.08307 -1.94408
H -0.06886 0.65268 -3.10973
H -0.44384 1.92111 -1.87824
H -0.86394 0.83030 0.74316
H 0.71977 0.90058 0.33205
H 0.50970 -1.35267 1.45122
H -0.16883 -1.29581 2.84432
O 0.49679 -1.75731 2.33569
H 3.43338 0.16196 2.91438
H 2.10186 -0.65238 2.64753
O 2.60604 0.15307 2.43223
*
```

Properties
SMILES	CC(C)N.O.O
orbital gap	10.46	eV

Results of the Mulliken charge analysis, in e, for atoms 1 through 5: C -1.45; C 0.65; C -1.49; N -0.54; H 0.36

=====

Which of them is the most stable? Correct choice: y.

=====

w | C3H13NO2 | ωB97M-V with the def2-TZVPD basis set

Geometry as ORCA input:
```
! wB97M-V def2-TZVPD RIJCOSX def2/J DEFGRID3
* xyz 0 1
C -1.66483 0.85250 -1.85360
C -0.55105 1.72000 -1.21985
N 0.30608 0.91722 -0.43884
C 1.39408 1.42906 0.56536
H -2.19322 1.47207 -2.68707
H -2.18771 0.70582 -0.88191
H -1.27475 -0.07874 -2.25727
H -0.95511 2.38987 -0.42828
H 0.09711 2.33228 -1.87691
H 0.54739 -0.06919 -0.86539
H 1.67744 0.62775 1.23962
H 2.26431 1.61353 0.02943
H 0.87574 2.26176 1.13019
H -1.62286 -2.14450 1.33349
H -0.54645 -1.14265 2.19914
O -0.79792 -2.10984 1.86143
H 0.93592 -3.07119 1.46115
H 2.35256 -3.79056 1.46565
O 1.34328 -3.91518 1.22367
*
```

Properties
SMILES	CCNC.O.O
orbital gap	8.79	eV

Results of the Mulliken charge analysis, in e, for atoms 1 through 5: C -0.90; C -0.39; N -0.21; C -0.85; H 0.26

=====

x | C3H13NO2 | ωB97M-V with the def2-TZVPD basis set

Geometry as ORCA input:
```
! wB97M-V def2-TZVPD RIJCOSX def2/J DEFGRID3
* xyz 0 1
C 0.92040 0.19852 0.78816
C 1.38178 0.61097 -0.58836
C 2.67494 -0.11633 -1.06006
N -0.25681 1.03186 1.13979
H 0.62855 -0.84315 0.78012
H 1.65470 0.36979 1.57507
H 0.58687 0.34081 -1.28335
H 1.51805 1.67991 -0.72571
H 2.46113 -1.11018 -1.44717
H 3.22438 0.52472 -1.74216
H 3.30942 -0.24925 -0.18895
H 0.04404 1.99392 1.22491
H -0.56331 0.80195 2.08159
H -3.57829 0.36596 -0.00982
H -2.05546 0.40237 0.17476
O -2.76748 0.62722 -0.45804
H -2.21711 -2.42848 -0.04249
H -1.25799 -1.34072 -0.45224
O -1.33357 -2.09106 0.15337
*
```

Properties
SMILES	CCCN.O.O
orbital gap	10.58	eV

Results of the Mulliken charge analysis, in e, for atoms 1 through 5: C -0.62; C -0.26; C -1.12; N -0.56; H 0.36

=====

Which of them is the most stable? Correct choice: x.

=====

w | C3H13NO2 | ωB97M-V with the def2-TZVPD basis set

Geometry as ORCA input:
```
! wB97M-V def2-TZVPD RIJCOSX def2/J DEFGRID3
* xyz 0 1
C 0.58945 0.10078 0.91159
N -0.51146 0.51076 0.11663
C -0.43511 1.91689 -0.26172
C -1.78103 -0.11667 0.15844
H 1.41846 0.72529 0.80968
H 0.33984 -0.02319 2.06102
H 0.79506 -1.04104 0.62242
H -1.32313 2.21058 -0.75986
H 0.37103 2.17751 -0.87684
H -0.43552 2.73590 0.66529
H -1.96422 -0.45747 -0.88661
H -1.74940 -1.08542 0.66982
H -2.57746 0.42768 0.68294
H 3.71749 -2.52519 0.81114
H 2.69069 -2.90551 1.89792
O 2.78378 -2.34702 1.14907
H 0.05186 -0.22594 -2.74144
H -1.12696 0.18039 -2.12720
O -0.85337 -0.25835 -2.90233
*
```

Properties
SMILES	CN(C)C.O.O
orbital gap	8.59	eV

Results of the Mulliken charge analysis, in e, for atoms 1 through 5: C -0.97; N 0.17; C -1.14; C -0.96; H 0.35

=====

x | C3H13NO2 | ωB97M-V with the def2-TZVPD basis set

Geometry as ORCA input:
```
! wB97M-V def2-TZVPD RIJCOSX def2/J DEFGRID3
* xyz 0 1
C -0.41832 2.06464 0.54010
C 0.39450 0.89927 1.11078
C -0.46347 -0.05773 1.95355
N 1.01275 -0.00006 0.12238
H 0.02552 3.05837 0.58445
H -0.42840 1.98521 -0.56490
H -1.34482 2.19127 1.07926
H 1.22883 1.29106 1.66340
H 0.09866 -0.89761 2.30276
H -0.89658 0.60817 2.80346
H -1.19137 -0.62592 1.46736
H 1.97404 -0.32326 0.10530
H 0.61980 0.16375 -0.71497
H -0.30910 -1.56261 -2.63018
H -0.89014 -0.27902 -3.32180
O -1.13019 -1.08388 -2.88413
H 0.55036 -3.22626 -1.03499
H 0.39739 -1.75840 -1.04810
O 0.77053 -2.44698 -1.53374
*
```

Properties
SMILES	CC(C)N.O.O
orbital gap	9.95	eV

Results of the Mulliken charge analysis, in e, for atoms 1 through 5: C -1.13; C 0.49; C -1.38; N -0.54; H 0.31

=====

y | C3H13NO2 | ωB97M-V with the def2-TZVPD basis set

Geometry as ORCA input:
```
! wB97M-V def2-TZVPD RIJCOSX def2/J DEFGRID3
* xyz 0 1
C 0.04828 1.17238 0.69556
N 0.00351 0.28803 -0.46093
C 1.12863 0.45656 -1.36898
C -1.25534 0.39597 -1.22961
H 0.85077 0.83659 1.35727
H 0.37679 2.16178 0.33667
H -0.88297 1.13418 1.24789
H 1.04790 -0.26968 -2.17103
H 2.05632 0.35308 -0.80847
H 1.12179 1.47041 -1.79451
H -1.34089 -0.52892 -1.80155
H -2.07320 0.43660 -0.51405
H -1.24572 1.24092 -1.92225
H -1.27475 -0.91838 1.22348
H -2.10197 -2.09140 1.68106
O -1.94468 -1.15792 1.87566
H 1.56558 -0.94323 1.36954
H 1.98622 -2.22166 0.69763
O 1.93374 -1.81532 1.58663
*
```

Properties
SMILES	CN(C)C.O.O
orbital gap	9.77	eV

Results of the Mulliken charge analysis, in e, for atoms 1 through 5: C -1.12; N -0.06; C -1.11; C -1.03; H 0.34

=====

z | C3H13NO2 | ωB97M-V with the def2-TZVPD basis set

Geometry as ORCA input:
```
! wB97M-V def2-TZVPD RIJCOSX def2/J DEFGRID3
* xyz 0 1
C -0.20426 -2.49349 1.88499
N -0.30831 -1.13726 1.31059
C -1.73480 -0.90878 0.89602
C -0.01213 -0.13636 2.27609
H -0.85074 -2.81880 2.65475
H 0.78539 -2.74825 2.12247
H -0.67777 -3.11866 1.08576
H -2.38263 -0.44887 1.65288
H -1.77857 -0.13390 0.04190
H -2.40797 -1.77405 0.63111
H -0.03603 0.83657 1.75665
H 0.95702 -0.02188 2.90536
H -0.69960 -0.03559 3.17362
H -0.68220 2.02348 -3.36730
H -0.39645 1.58575 -4.83988
O -0.12069 2.24469 -4.07342
H 2.62522 1.79970 -0.74585
H 1.70292 1.10030 -1.54572
O 2.33403 1.87366 -1.55689
*
```

Properties
SMILES	CN(C)C.O.O
orbital gap	9.73	eV

Results of the Mulliken charge analysis, in e, for atoms 1 through 5: C -1.00; N -0.06; C -0.88; C -0.92; H 0.40

=====

Which of them is the most stable? Correct choice: y.

=====

w | C8H14 | ωB97M-V with the def2-TZVPD basis set

Geometry as ORCA input:
```
! wB97M-V def2-TZVPD RIJCOSX def2/J DEFGRID3
* xyz 0 1
C 2.73179 -1.22814 0.52710
C 1.57206 -0.26809 0.31327
C 0.23365 -0.92749 0.00479
C -0.93883 0.02701 0.09414
C -1.40786 0.68602 -0.96449
C -0.83426 0.71252 -2.34288
C -2.01295 1.27676 1.90646
C -1.59075 0.11739 1.41407
H 2.67757 -2.07472 -0.16561
H 3.69479 -0.76037 0.33236
H 2.80959 -1.55014 1.57031
H 1.77839 0.38867 -0.54173
H 1.46743 0.44954 1.13359
H 0.03240 -1.83685 0.57953
H 0.26852 -1.42294 -0.97906
H -2.33989 1.24344 -0.90173
H -1.56485 0.47779 -3.11865
H 0.01076 0.04641 -2.47226
H -0.49111 1.71724 -2.60387
H -1.88895 2.22268 1.37278
H -2.64457 1.45176 2.77108
H -1.56294 -0.74849 2.07080
*
```

Properties
SMILES	C=C/C(=C/C)CCC
orbital gap	9.69	eV

Results of the Mulliken charge analysis, in e, for atoms 1 through 5: C -1.22; C -0.13; C -1.21; C 0.64; C -0.29

=====

x | C8H14 | ωB97M-V with the def2-TZVPD basis set

Geometry as ORCA input:
```
! wB97M-V def2-TZVPD RIJCOSX def2/J DEFGRID3
* xyz 0 1
C -1.00689 2.23459 -1.54385
C -0.69527 0.74111 -1.66905
C -1.16948 -0.04664 -0.38731
C -0.04332 -0.92781 0.11433
C 0.43685 -1.92730 -0.61327
C -0.13201 -0.19014 2.47907
C 0.57947 -0.53707 1.41495
C 2.06590 -0.72203 1.45839
H -0.27315 2.72437 -0.90088
H -2.05682 2.45070 -1.33787
H -0.90400 2.71747 -2.51629
H -1.31158 0.30701 -2.46463
H 0.34830 0.62824 -1.95560
H -1.30449 0.73798 0.35626
H -2.10930 -0.52792 -0.65173
H 1.22505 -2.65117 -0.43612
H -0.07837 -2.29064 -1.50608
H -1.21784 -0.17213 2.41965
H 0.28573 0.18965 3.40331
H 2.55384 -0.67196 2.42279
H 2.63471 -0.26504 0.65018
H 2.17266 -1.80127 1.26375
*
```

Properties
SMILES	C=C(C)C(=C)CCC
orbital gap	9.76	eV

Results of the Mulliken charge analysis, in e, for atoms 1 through 5: C -1.39; C -0.32; C -0.94; C 0.76; C -1.15

=====

y | C8H14 | ωB97M-V with the def2-TZVPD basis set

Geometry as ORCA input:
```
! wB97M-V def2-TZVPD RIJCOSX def2/J DEFGRID3
* xyz 0 1
C -2.84662 1.40763 0.52182
C -1.32647 1.06428 0.43623
C -0.91022 0.48041 -0.79287
C 0.06288 -0.69704 -0.86151
C 1.16822 -0.74775 0.17660
C 1.98715 0.30201 0.31111
C 3.25030 0.33616 0.93692
C -0.72400 -2.05320 -0.81253
H -3.40459 0.52524 0.11703
H -3.06445 2.26406 -0.11078
H -3.14173 1.62804 1.58720
H -1.21174 -0.00173 0.72581
H -0.69449 1.71667 1.10326
H 0.57587 -0.63422 -1.81022
H -0.84442 0.99470 -1.69394
H 1.50544 -1.66540 0.60712
H 1.63993 1.20944 -0.07800
H 3.78399 1.29095 1.03969
H 3.64882 -0.61826 1.41107
H -1.51182 -2.07178 -1.51730
H -0.07843 -2.99297 -1.03054
H -1.16987 -2.19978 0.15495
*
```

Properties
orbital gap	4.74	eV

Results of the Mulliken charge analysis, in e, for atoms 1 through 5: C -1.16; C 0.10; C -0.83; C 0.06; C -0.48

=====

Which of them is the most stable? Correct choice: w.

=====

w | C3H3FO | ωB97M-V with the def2-TZVPD basis set

Geometry as ORCA input:
```
! wB97M-V def2-TZVPD RIJCOSX def2/J DEFGRID3
* xyz 0 1
C -0.57892 0.47528 0.55622
C -0.06830 0.40081 -0.80344
C 0.49733 -0.48955 0.33101
O -1.25428 0.96625 1.43736
F 0.00665 -1.83507 0.21434
H -0.71067 -0.10004 -1.37992
H 0.52896 1.16739 -1.13605
H 1.57923 -0.58506 0.78047
*
```

Properties
SMILES	O=C1C[C@@H]1F
orbital gap	9.96	eV

Results of the Mulliken charge analysis, in e, for atoms 1 through 5: C 0.47; C -0.66; C 0.09; O -0.48; F -0.28

=====

x | C3H3FO | ωB97M-V with the def2-TZVPD basis set

Geometry as ORCA input:
```
! wB97M-V def2-TZVPD RIJCOSX def2/J DEFGRID3
* xyz 0 1
C -1.89581 -0.06281 -0.40950
C 1.04216 0.61420 -0.30612
C 0.38177 -0.37743 0.23162
O -2.62608 -0.11311 0.45179
F 0.33961 -1.59288 -0.33068
H 1.34797 0.51899 -1.24322
H 1.32937 1.49398 0.27554
H 0.08101 -0.48094 1.33057
*
```

Properties
orbital gap	10.73	eV

Results of the Mulliken charge analysis, in e, for atoms 1 through 5: C 0.18; C -0.66; C -0.03; O -0.18; F -0.24

=====

Which of them is the most stable? Correct choice: x.